# C5H12NO

C5H12NO in the gas phase in a non-equilibrium geometry (ωB97M-V/def2-TZVPD, OMol25).

The geometry in XYZ format:
```
19
Properties=species:S:1:pos:R:3
O 3.465 -0.007 -0.893
N -0.631 1.095 1.731
C -1.656 -0.204 -0.129
C -1.454 1.274 0.633
C -0.262 -0.859 -0.411
C 2.250 -0.727 -0.958
C 0.967 0.072 -0.482
H -2.396 -0.072 -0.960
H -2.197 -0.962 0.419
H 2.218 -1.700 -0.277
H 2.021 -1.065 -2.009
H -0.833 0.226 2.203
H -1.172 2.178 0.131
H 0.849 0.947 -1.120
H -0.204 -1.410 -1.338
H 0.317 1.026 1.471
H 1.351 0.477 0.588
H -2.505 1.366 1.007
H -0.129 -1.655 0.395
```

The energy above the lowest of the compared OMol25 structures with the same formula, charge and spin is 201.2 kJ/mol. The HOMO energy (spin up / spin down) is -8.7 / -8.7 eV. The spin multiplicity is 2. The charge is 0. The value obtained for the energy is -8913.102 eV.